<one>
Density functional theory data (ωB97M-V/def2-TZVPD) for a 2-piece molecular cluster, C6H12N3 overall.

Its charge is +1. The lowest unoccupied orbital energy comes out at -0.1681 hartree. The orbital gap comes out at 0.3156 Eh.

Each atom is followed by the atoms it is bonded to, with distances in Å.
CARTESIAN COORDINATES (ANGSTROEM)
1 C -1.93 0.43 0.11  C3 1.416, N7 1.342, H10 1.115
2 C -1.25 -0.48 1.95  N7 1.322, N8 1.341, H11 1.053
3 C -0.56 0.76 0.26  C1 1.416, C4 1.499, N8 1.334
4 C 0.13 2.04 -0.09  C3 1.499, H12 1.100, H13 1.001, H14 1.051
5 C 0.85 -1.94 -0.26  C6 1.484, H15 1.087, H16 1.060, H17 1.084
6 C 0.42 -0.73 -1.01  C5 1.484, N9 1.331, H18 1.104
7 N -2.28 -0.38 1.12  C1 1.342, C2 1.322
8 N -0.26 0.29 1.48  C2 1.341, C3 1.334, H20 0.998
9 N 1.36 0.08 -1.49  C6 1.331, H19 1.037, H21 1.012
10 H -2.63 0.60 -0.74  C1 1.115
11 H -1.32 -0.91 2.91  C2 1.053
12 H -0.40 2.80 0.51  C4 1.100
13 H 0.31 2.33 -1.03  C4 1.001
14 H 1.12 2.14 0.26  C4 1.051
15 H 1.80 -1.84 0.27  C5 1.087
16 H 0.85 -2.60 -1.09  C5 1.060
17 H -0.03 -2.17 0.33  C5 1.084
18 H -0.49 -0.98 -1.58  C6 1.104
19 H 2.35 -0.07 -1.24  N9 1.037
20 H 0.68 0.18 1.78  N8 0.998
21 H 1.28 0.44 -2.43  N9 1.012


<two>
Density functional theory data (ωB97M-V/def2-TZVPD) for an isolated ion of composition C6H12N3 and charge +1.

Its charge is +1. The lowest unoccupied orbital energy comes out at -0.0983 hartree. The orbital gap comes out at 0.3725 Eh. As for the SMILES: Cc1[nH+]c[nH]c1[C@@H](C)N.

Each atom is followed by the atoms it is bonded to, with distances in Å.
CARTESIAN COORDINATES (ANGSTROEM)
1 C -0.63 -2.11 -0.34  C2 1.467, H10 1.089, H11 1.089, H12 1.088
2 C -1.08 -0.73 -0.11  C1 1.467, N3 1.337, C6 1.613
3 N -2.34 -0.29 -0.11  C2 1.337, C4 1.340, H13 1.013
4 C -2.44 1.03 0.12  N3 1.340, N5 1.335, H14 1.071
5 N -1.21 1.53 0.28  C4 1.335, C6 1.336, H15 1.014
6 C -0.24 0.62 0.18  C2 1.613, N5 1.336, C7 1.490
7 C 1.22 0.89 0.22  C6 1.490, C8 1.534, N9 1.458, H16 1.099
8 C 2.02 -0.27 0.83  C7 1.534, H17 1.086, H18 1.086, H19 1.088
9 N 1.61 1.26 -1.13  C7 1.458, H20 1.014, H21 1.015
10 H 0.00 -2.18 -1.22  C1 1.089
11 H -0.07 -2.48 0.51  C1 1.089
12 H -1.50 -2.76 -0.49  C1 1.088
13 H -3.14 -0.89 -0.27  N3 1.013
14 H -3.35 1.58 0.16  C4 1.071
15 H -1.04 2.52 0.43  N5 1.014
16 H 1.36 1.79 0.85  C7 1.099
17 H 1.61 -0.55 1.80  C8 1.086
18 H 2.02 -1.13 0.17  C8 1.086
19 H 3.05 0.05 0.98  C8 1.088
20 H 2.54 1.65 -1.14  N9 1.014
21 H 1.60 0.45 -1.75  N9 1.015


Relative energies, in hartree, with the most stable structure set to zero: <one> 0.0717; <two> 0.0000.